Entry 1:
ORCA calculation (the ωB97M-V functional and the def2-TZVPD basis) on a 2-piece molecular cluster, C27H31O2Si overall.

The geometry in XYZ format:
```
61
Properties=species:S:1:pos:R:3
C -1.6381 2.6027 -0.0007
C -2.0012 1.2543 0.4229
C -3.0698 0.4543 -0.1634
C -1.4852 0.7759 1.6164
O -2.0170 -0.2873 2.1839
Si -1.9181 -0.6495 3.8898
C -2.5972 -2.3836 3.9528
C -0.1651 -0.6092 4.5102
C -3.0367 0.6287 4.6466
O -0.4961 1.3781 2.2820
C 0.8816 1.2040 1.8297
H -2.3512 2.9524 -0.7574
H -1.6722 3.3181 0.8364
H -0.6351 2.6464 -0.4514
H -3.4707 0.9530 -1.0555
H -2.7006 -0.5382 -0.4689
H -3.9079 0.3064 0.5396
H -2.6773 -2.7388 4.9916
H -3.5992 -2.4376 3.5059
H -1.9484 -3.0874 3.4125
H -0.1579 -0.9703 5.5503
H 0.4954 -1.2731 3.9381
H 0.2759 0.3938 4.5158
H -3.1121 0.5189 5.7373
H -2.6711 1.6432 4.4382
H -4.0516 0.5459 4.2350
H 1.5083 1.7437 2.5419
H 1.1437 0.1348 1.8249
H 0.9808 1.6379 0.8299
C 1.0559 -0.3063 -2.0391
C 0.0906 -1.0843 -2.7837
C -0.6840 -2.0853 -2.1601
C -1.4678 -2.9513 -2.9205
C -1.5173 -2.8101 -4.3129
C -0.8012 -1.7871 -4.9473
C -0.0210 -0.9229 -4.1883
C 1.4853 1.0248 -2.3949
C 2.7074 1.3097 -1.6918
C 3.4162 2.4743 -1.9400
C 2.8743 3.4037 -2.8383
C 1.6406 3.1634 -3.4748
C 0.9412 1.9690 -3.2683
C 3.0026 0.1764 -0.8368
C 1.9566 -0.8038 -1.0192
C 2.0177 -2.0106 -0.3229
C 3.0846 -2.2217 0.5599
C 4.1227 -1.2777 0.6962
C 4.0856 -0.0713 -0.0120
H -0.6596 -2.1701 -1.0737
H -2.0381 -3.7431 -2.4253
H -2.1213 -3.4949 -4.9079
H -0.8499 -1.6693 -6.0349
H 0.5574 -0.1406 -4.6783
H 4.3696 2.6345 -1.4390
H 3.4134 4.3280 -3.0469
H 1.2248 3.9145 -4.1515
H -0.0076 1.7654 -3.7677
H 1.2506 -2.7687 -0.4792
H 3.1213 -3.1426 1.1454
H 4.9633 -1.4913 1.3571
H 4.8803 0.6717 0.0620
```

Summary:
Energy above the lowest of the compared OMol25 structures with the same formula, charge and spin   19.8 kcal per mole
Electronic energy   -40468.958 eV
Total charge   +1

Löwdin atomic charge list, values in e, 5 entries: -0.0636, -0.2911, -0.0664, -0.4490, -0.0834


Entry 2:
ORCA calculation (the ωB97M-V functional and the def2-TZVPD basis) on C27H32AsKN3O as an isolated structure.

The geometry in XYZ format:
```
65
Properties=species:S:1:pos:R:3
K 0.6358 -0.1767 -1.5099
C -2.7030 0.4675 -0.5562
C -4.2183 0.1538 -0.4000
N -4.5108 -1.1978 -0.8767
C -3.7302 -2.1565 -0.0940
C -2.2140 -1.8523 -0.2285
N -1.9970 -0.6949 -1.1246
C -2.5988 -1.0044 -2.4377
C -4.1136 -1.3110 -2.2800
H -2.2418 0.7111 0.4041
H -2.5426 1.3216 -1.2197
H -4.8234 0.8613 -0.9677
H -4.5275 0.2269 0.6430
H -3.9656 -3.1615 -0.4443
H -4.0490 -2.0942 0.9471
H -1.6664 -2.7051 -0.6352
H -1.7661 -1.6201 0.7363
H -2.0595 -1.8523 -2.8662
H -2.4306 -0.1515 -3.0974
H -4.3493 -2.3179 -2.6245
H -4.7148 -0.6175 -2.8692
C -0.9830 3.1085 -5.9395
N -0.4437 1.8355 -5.4472
C -0.0827 0.7382 -6.3462
C -0.2454 1.6422 -4.1501
O 0.2121 0.5920 -3.6790
H -1.0482 3.0460 -7.0213
H -0.3306 3.9419 -5.6874
H -1.9824 3.2937 -5.5510
H -0.2870 1.0462 -7.3667
H -0.6611 -0.1535 -6.1118
H 0.9730 0.4943 -6.2437
H -0.5190 2.4958 -3.5156
C 0.6713 -2.7988 5.8183
C 1.9393 -2.6471 5.2747
C 2.1032 -2.0586 4.0245
C 0.9869 -1.6277 3.3205
C -0.2868 -1.7963 3.8559
C -0.4451 -2.3734 5.1083
As 1.0966 -0.7817 1.5806
C 3.0099 -0.6441 1.2706
C 3.8611 -1.6450 0.8213
C 5.2055 -1.3527 0.6145
C 5.6808 -0.0641 0.8364
C 4.8242 0.9393 1.2669
C 3.4825 0.6524 1.4890
C 2.4611 1.6245 1.9502
C 2.6975 2.9598 2.2545
C 1.6507 3.7591 2.6917
C 0.3683 3.2335 2.8192
C 0.1245 1.9005 2.5061
C 1.1755 1.1018 2.0826
H 0.5504 -3.2528 6.7936
H 2.8103 -2.9841 5.8231
H 3.0980 -1.9312 3.6178
H -1.1672 -1.4805 3.3061
H -1.4379 -2.4978 5.5227
H 3.4957 -2.6496 0.6501
H 5.8824 -2.1286 0.2811
H 6.7270 0.1616 0.6721
H 5.2041 1.9399 1.4310
H 3.6922 3.3770 2.1590
H 1.8371 4.7969 2.9374
H -0.4408 3.8639 3.1654
H -0.8739 1.4943 2.6157
```

Summary:
Energy above the lowest of the compared OMol25 structures with the same formula, charge and spin   12.5 kcal per mole
Electronic energy   -112195.398 eV
Total charge   +1

Löwdin atomic charge list, values in e, 5 entries: 0.7782, -0.1532, -0.1443, -0.1563, -0.1454


Entry 3:
ORCA calculation (the ωB97M-V functional and the def2-TZVPD basis) on C27H32BF5N6OPRbS2Te as an isolated structure.

The geometry in XYZ format:
```
77
Properties=species:S:1:pos:R:3
Rb -0.1465 1.0197 0.7385
C 0.9384 -0.0977 5.2526
C 2.1783 0.2407 4.4856
C 3.4924 0.4067 4.9656
C 4.2332 0.7245 3.8455
C 5.6958 1.0110 3.7402
N 3.3896 0.7376 2.7902
N 2.1298 0.4439 3.1832
B 3.7369 0.9587 1.3062
N 2.8665 2.0995 0.7112
N 1.9798 2.8073 1.4524
C 1.5415 3.7893 0.6792
C 0.5571 4.7865 1.1951
C 2.1392 3.7230 -0.5935
C 2.9802 2.6314 -0.5265
C 3.8880 2.0567 -1.5619
N 3.5547 -0.3413 0.4892
N 2.3349 -0.9394 0.4056
C 2.5236 -2.1022 -0.1971
C 1.4049 -3.0604 -0.4405
C 3.8885 -2.2743 -0.5114
C 4.5087 -1.1363 -0.0462
C 5.9576 -0.7750 -0.1100
H 1.1488 -0.1523 6.3219
H 0.5288 -1.0587 4.9366
H 0.1653 0.6563 5.0963
H 3.8506 0.3169 5.9793
H 6.1388 0.9890 4.7368
H 5.8836 1.9904 3.2987
H 6.2097 0.2721 3.1225
H 4.9018 1.2754 1.2244
H 0.1426 4.4467 2.1439
H -0.2652 4.9278 0.4967
H 1.0362 5.7555 1.3638
H 1.9599 4.3565 -1.4471
H 3.8404 2.6590 -2.4690
H 3.6113 1.0304 -1.8092
H 4.9217 2.0411 -1.2078
H 0.4959 -2.7384 0.0605
H 1.6719 -4.0560 -0.0790
H 1.1604 -3.1468 -1.5008
H 4.3534 -3.1149 -1.0023
H 6.5222 -1.6282 -0.4879
H 6.3546 -0.5027 0.8678
H 6.1345 0.0715 -0.7771
F -3.5538 4.2366 -1.2838
Te -3.0158 2.9656 -0.0108
F -2.8549 1.8001 1.4678
F -3.8255 1.6320 -1.0391
F -4.7639 3.1741 0.6491
F -2.6644 4.3963 1.1587
O -1.3561 2.7411 -0.6046
S -2.6497 -4.7437 -1.5171
P -3.0619 -2.8037 -1.4623
S -1.9391 -1.5474 -0.4187
C -3.2001 -2.1502 -3.1781
C -3.4871 -0.7975 -3.3572
C -3.6194 -0.2724 -4.6321
C -3.4567 -1.0925 -5.7437
C -3.1629 -2.4364 -5.5700
C -3.0381 -2.9648 -4.2893
C -4.8163 -2.5788 -0.9304
C -5.7926 -3.4614 -1.3896
C -7.1221 -3.2842 -1.0414
C -7.4928 -2.2208 -0.2246
C -6.5265 -1.3404 0.2359
C -5.1932 -1.5179 -0.1171
H -3.5836 -0.1526 -2.4929
H -3.8368 0.7816 -4.7556
H -3.5524 -0.6801 -6.7418
H -3.0277 -3.0784 -6.4333
H -2.8131 -4.0131 -4.1320
H -5.4923 -4.2988 -2.0083
H -7.8728 -3.9775 -1.4039
H -8.5325 -2.0812 0.0494
H -6.8051 -0.5047 0.8666
H -4.4310 -0.8294 0.2278
```

Summary:
Energy above the lowest of the compared OMol25 structures with the same formula, charge and spin   14.1 kcal per mole
Electronic energy   -92687.567 eV
Total charge   -2

Löwdin atomic charge list, values in e, 5 entries: 0.8261, -0.0444, -0.3655, -0.0132, -0.2944


Entry 4:
ORCA calculation (the ωB97M-V functional and the def2-TZVPD basis) on C27H32Cl3N2O2OsP as an isolated structure.

The geometry in XYZ format:
```
68
Properties=species:S:1:pos:R:3
Os -0.7989 -1.5240 -0.3964
N 1.3061 -1.4420 0.0423
C 2.4948 -2.3164 -0.2783
C 2.7427 -2.5201 -1.7748
C 1.9314 -3.6057 -2.4903
C 0.4333 -3.3325 -2.4390
N -0.0650 -3.4379 -1.0309
H 1.5659 -0.5346 -0.3528
H 1.3334 -1.2893 1.0539
H 2.4155 -3.2591 0.2695
H 3.3565 -1.8085 0.1590
H 3.8011 -2.7669 -1.8693
H 2.6142 -1.5627 -2.2918
H 2.1464 -4.5885 -2.0582
H 2.2537 -3.6562 -3.5300
H -0.1628 -3.9744 -3.0841
H 0.2555 -2.2984 -2.7742
H 0.7237 -3.6629 -0.4419
H -0.7020 -4.2212 -0.9074
C 2.6828 1.5819 1.6044
C 2.4873 1.6205 0.1103
C 3.5972 1.9583 -0.6700
C 3.5476 1.9963 -2.0513
C 2.3657 1.6859 -2.7128
C 1.2460 1.3704 -1.9697
C 1.2823 1.3460 -0.5641
P -0.3163 0.8684 0.1693
C -0.4141 1.1762 1.9449
C -0.5451 0.0760 2.7985
C -0.6294 0.2451 4.1688
C -0.5994 1.5269 4.6965
C -0.4745 2.6201 3.8551
C -0.3733 2.4774 2.4750
C -0.2067 3.7079 1.6311
C -1.5310 1.8089 -0.7616
C -1.4410 3.0817 -1.3163
C -2.5361 3.5753 -2.0065
C -3.6912 2.8049 -2.1359
C -3.7649 1.5310 -1.5922
C -2.6699 1.0298 -0.9003
C -2.6195 -0.3059 -0.2443
H 3.7393 1.4500 1.8294
H 2.1283 0.7874 2.1002
H 2.3672 2.5176 2.0680
H 4.5261 2.1938 -0.1672
H 4.4308 2.2671 -2.6131
H 2.3137 1.7097 -3.7919
H 0.3130 1.1709 -2.4860
H -0.6100 -0.9257 2.4008
H -0.7288 -0.6150 4.8153
H -0.6731 1.6775 5.7643
H -0.4465 3.6166 4.2764
H 0.1929 4.5229 2.2313
H -1.1614 4.0383 1.2203
H 0.4785 3.5461 0.7971
H -0.5365 3.6689 -1.2369
H -2.4895 4.5556 -2.4588
H -4.5357 3.2003 -2.6833
H -4.6584 0.9331 -1.7135
H -3.3853 -0.9349 -0.6892
H -2.8431 -0.2141 0.8232
Cl -4.4033 -4.8417 0.0901
C -3.4769 -3.9665 1.2911
Cl -4.5104 -2.8846 2.2306
Cl -2.5909 -5.0769 2.3386
C -2.4624 -3.0649 0.6035
O -1.5364 -2.4953 1.2610
O -2.4833 -2.8179 -0.6351
```

Summary:
Energy above the lowest of the compared OMol25 structures with the same formula, charge and spin   29.5 kcal per mole
Electronic energy   -84902.247 eV
Total charge   +2

Löwdin atomic charge list, values in e, 5 entries: 1.3932, -0.1079, -0.1686, -0.1627, -0.1648


Summary of orbital gap in eV
3.61 8.20 6.59 7.17
(order as listed above)